Record 1
C34H22N10O2Rb | wB97M-V/def2-TZVPD

## Properties
LUMO = 0.0635 Ha

Geometry as ORCA input:
```
! RIJCOSX wB97M-V def2-TZVPD def2/J DEFGRID3
* xyz -1 1
Rb 1.402 -0.337 -0.518
C -3.883 -4.127 -3.755
C -4.417 -2.888 -4.134
C -3.911 -1.703 -3.626
C -2.846 -1.786 -2.737
C -2.085 -0.775 -1.985
N -2.363 0.519 -2.043
C -1.824 1.431 -1.223
C -2.221 2.843 -1.241
C -3.068 3.584 -2.062
C -3.184 4.941 -1.816
C -2.480 5.549 -0.765
C -1.648 4.812 0.058
C -1.518 3.450 -0.195
C -0.727 2.385 0.424
N 0.031 2.592 1.504
C 0.659 1.636 2.173
N 0.624 0.305 1.934
C 1.445 -0.331 2.779
N 1.756 -1.637 2.795
C 1.268 -2.539 1.955
N 0.407 -2.344 0.936
C 0.210 -3.495 0.277
N -0.566 -3.692 -0.781
C -1.242 -2.716 -1.396
N -1.127 -1.387 -1.248
C -2.314 -3.018 -2.360
C -2.831 -4.208 -2.857
C 0.981 -4.572 0.933
C 1.121 -5.928 0.679
C 1.951 -6.661 1.516
C 2.626 -6.051 2.578
C 2.487 -4.694 2.829
C 1.655 -3.965 1.993
C 2.061 0.648 3.690
C 2.973 0.529 4.730
C 3.369 1.687 5.380
C 2.867 2.936 4.997
C 1.959 3.056 3.957
C 1.559 1.895 3.308
N -0.912 1.233 -0.257
H -4.308 -5.033 -4.169
H -5.245 -2.867 -4.832
H -4.330 -0.743 -3.899
H -3.615 3.101 -2.862
H -3.829 5.547 -2.440
H -2.595 6.613 -0.600
H -1.107 5.269 0.877
H -2.418 -5.158 -2.546
H 0.595 -6.390 -0.146
H 2.081 -7.723 1.348
H 3.266 -6.654 3.211
H 3.003 -4.209 3.647
H 3.356 -0.444 5.012
H 4.079 1.630 6.196
H 3.200 3.821 5.527
H 1.567 4.018 3.654
C 2.384 4.211 -0.661
O 1.614 3.772 -1.788
C 1.785 2.490 -2.148
O 2.636 1.754 -1.697
N 0.836 2.153 -3.072
N 0.734 0.805 -3.478
H 2.436 5.293 -0.751
H 3.379 3.774 -0.687
H 1.869 3.931 0.259
H -0.018 2.693 -2.998
H 0.412 0.819 -4.438
H -0.012 0.352 -2.947
*
```

***

Record 2
C34H23BrCl3N8NiO | wB97M-V/def2-TZVPD

## Properties
LUMO (alpha / beta) = -0.1138 / -0.1128 Ha
⟨S²⟩ = 2.006

Geometry as ORCA input:
```
! RIJCOSX wB97M-V def2-TZVPD def2/J DEFGRID3
* xyz 1 3
Ni 1.353 0.768 0.011
Br -3.848 -4.867 1.989
C -4.487 -3.101 1.709
C -5.574 -2.884 0.879
C -5.999 -1.589 0.639
C -5.311 -0.508 1.192
C -4.254 -0.752 2.078
C -3.846 -2.045 2.340
N -5.810 0.783 0.959
N -5.109 1.809 0.971
C -3.731 1.858 0.898
C -3.107 2.915 1.558
C -1.733 3.015 1.678
C -0.873 2.086 1.068
O 0.405 2.130 1.153
C -1.510 1.062 0.258
N -0.668 0.269 -0.450
C -1.164 -0.633 -1.267
C -2.541 -0.797 -1.457
C -3.413 0.000 -0.761
C -2.915 0.948 0.157
H -6.093 -3.724 0.439
H -6.853 -1.399 0.002
H -3.775 0.080 2.577
H -3.038 -2.234 3.034
H -3.749 3.633 2.053
H -1.282 3.823 2.239
H -0.454 -1.237 -1.822
H -2.901 -1.527 -2.168
H -4.475 -0.072 -0.944
C 3.061 -2.142 -2.815
C 2.572 -0.963 -2.245
N 2.137 -0.889 -1.002
C 2.157 -2.011 -0.244
C 2.638 -3.240 -0.727
C 3.100 -3.283 -2.054
C 2.630 -4.386 0.129
C 2.153 -4.310 1.391
C 1.640 -3.079 1.910
C 1.114 -2.950 3.209
C 0.640 -1.732 3.624
C 0.693 -0.645 2.742
N 1.173 -0.744 1.522
C 1.645 -1.933 1.099
H 3.398 -2.140 -3.842
H 2.529 -0.052 -2.830
H 3.475 -4.214 -2.460
H 3.011 -5.320 -0.263
H 2.143 -5.182 2.033
H 1.090 -3.812 3.863
H 0.228 -1.599 4.614
H 0.337 0.335 3.040
N 1.883 4.761 -4.775
C 1.773 3.943 -3.705
C 2.896 3.338 -3.117
C 2.723 2.474 -2.063
N 1.529 2.157 -1.542
C 0.461 2.759 -2.081
C 0.528 3.634 -3.137
H 2.784 5.027 -5.126
H 1.077 5.234 -5.138
H 3.890 3.545 -3.491
H 3.590 2.006 -1.611
H -0.502 2.534 -1.644
H -0.378 4.076 -3.530
Cl 6.365 2.593 0.236
C 5.509 1.959 1.656
Cl 5.352 3.213 2.893
Cl 6.371 0.546 2.306
C 4.187 1.523 1.243
N 3.155 1.156 0.918
*
```

***

Record 3
C34H24ClN7O5RuS | wB97M-V/def2-TZVPD

## Properties
LUMO (alpha / beta) = -0.1413 / -0.1413 Ha
⟨S²⟩ = 0.754

Geometry as ORCA input:
```
! RIJCOSX wB97M-V def2-TZVPD def2/J DEFGRID3
* xyz 1 2
Ru 0.102 0.152 0.350
Cl -4.871 -5.170 1.031
C -3.945 -3.715 0.890
C -4.605 -2.507 0.565
C -3.912 -1.341 0.442
C -2.499 -1.293 0.616
O -1.913 -0.167 0.434
C -1.846 -2.515 0.984
C -0.488 -2.587 1.348
N 0.370 -1.604 1.330
C 1.656 -1.719 1.898
C 2.058 -2.681 2.792
C 3.385 -2.709 3.266
C 4.300 -1.779 2.862
C 3.914 -0.755 1.968
C 4.794 0.251 1.504
C 4.339 1.207 0.644
C 2.989 1.194 0.253
N 2.147 0.275 0.673
C 2.587 -0.718 1.508
C -2.606 -3.716 1.099
H -5.676 -2.524 0.411
H -4.407 -0.416 0.181
H -0.135 -3.556 1.699
H 1.360 -3.425 3.153
H 3.671 -3.482 3.966
H 5.318 -1.805 3.227
H 5.823 0.249 1.840
H 4.985 1.987 0.269
H 2.581 1.953 -0.402
H -2.100 -4.635 1.368
C -0.921 -0.415 4.012
C -0.362 0.830 3.426
N -0.175 1.125 2.149
C 0.236 2.436 2.085
C 0.306 2.948 3.341
N -0.066 1.917 4.164
C 0.676 4.267 3.924
O 0.947 5.231 3.076
O 0.693 4.382 5.124
C 0.481 3.013 0.746
O 0.867 4.173 0.627
O 0.255 2.183 -0.203
H -1.237 -1.097 3.228
H -1.796 -0.169 4.614
H -0.193 -0.912 4.655
H -0.140 2.023 5.167
H 0.841 4.945 2.121
N -0.723 0.798 -4.207
C -1.905 1.501 -4.534
C -2.230 1.711 -5.862
C -3.386 2.404 -6.198
C -4.221 2.875 -5.200
C -3.899 2.649 -3.868
C -2.742 1.969 -3.530
S -2.372 1.717 -1.818
N -1.024 0.705 -1.875
C -0.408 0.401 -2.939
C 0.746 -0.516 -2.755
C 1.600 -0.863 -3.793
C 2.577 -1.821 -3.585
C 2.648 -2.427 -2.346
C 1.790 -1.993 -1.352
N 0.878 -1.035 -1.522
H -0.220 0.402 -4.979
H -1.574 1.337 -6.640
H -3.627 2.570 -7.238
H -5.123 3.416 -5.451
H -4.555 3.009 -3.084
H 1.523 -0.387 -4.759
H 3.253 -2.097 -4.382
H 3.361 -3.211 -2.136
H 1.845 -2.442 -0.372
*
```

***

Record 4
C34H24EuINO4S5 | wB97M-V/def2-TZVPD

## Properties
LUMO (alpha / beta) = 0.1151 / 0.1151 Ha
⟨S²⟩ = 15.760

Geometry as ORCA input:
```
! RIJCOSX wB97M-V def2-TZVPD def2/J DEFGRID3
* xyz -2 8
Eu -0.490 -0.331 -1.260
O -7.644 -2.438 -0.470
C -6.528 -1.982 -0.516
S -6.096 -0.408 -1.118
C -4.235 -0.505 -1.003
C -3.816 -1.587 -0.339
S -2.223 -2.171 0.074
S -5.053 -2.828 0.089
S -3.322 0.731 -1.848
C 1.754 -1.831 4.219
C 2.807 -1.077 3.631
C 2.815 -0.891 2.294
C 1.806 -1.402 1.421
C 0.779 -2.163 1.991
C 0.801 -2.402 3.371
N 1.911 -1.143 0.046
C 3.163 -0.951 -0.479
C 4.423 -1.543 -0.051
C 5.588 -1.420 -0.706
C 5.653 -0.623 -1.871
C 4.516 -0.042 -2.309
C 3.264 -0.150 -1.692
H 1.638 -1.867 5.301
H 3.564 -0.665 4.236
H 3.583 -0.344 1.827
H -0.035 -2.575 1.364
H -0.049 -2.934 3.843
H 4.367 -2.224 0.792
H 6.545 -1.809 -0.295
H 6.601 -0.466 -2.361
H 4.599 0.569 -3.208
H 2.418 0.398 -2.134
O -0.275 1.270 0.862
S -0.848 0.595 2.059
C -0.183 1.326 3.514
C 1.129 1.898 3.505
C 1.632 2.398 4.726
C 0.938 2.187 5.933
C -0.318 1.662 5.880
C -0.911 1.182 4.702
C -2.569 1.087 2.134
C -2.881 2.385 1.745
C -4.207 2.648 1.453
C -5.141 1.642 1.401
C -4.877 0.399 1.860
C -3.587 0.144 2.295
H 1.628 2.022 2.509
H 2.644 2.816 4.818
H 1.332 2.427 6.908
H -0.848 1.507 6.854
H -1.830 0.666 4.747
H -2.214 3.176 1.675
H -4.485 3.661 1.108
H -6.136 1.796 0.998
H -5.581 -0.447 1.744
H -3.258 -0.865 2.514
I 0.803 0.218 -10.298
C 0.702 0.172 -8.212
C -0.017 -0.853 -7.565
C -0.156 -0.837 -6.189
C 0.455 0.157 -5.421
C 1.230 1.121 -6.011
C 1.302 1.177 -7.408
C 0.390 0.020 -3.915
O 0.616 1.026 -3.242
O 0.083 -1.148 -3.475
H -0.419 -1.733 -8.085
H -0.666 -1.668 -5.723
H 1.664 1.808 -5.372
H 1.758 2.030 -7.867
*
```

***

Record 5
C34H25AsCl4CoN3O3Si | wB97M-V/def2-TZVPD

## Properties
LUMO (alpha / beta) = -0.2273 / -0.2302 Ha
⟨S²⟩ = 6.011

Geometry as ORCA input:
```
! RIJCOSX wB97M-V def2-TZVPD def2/J DEFGRID3
* xyz 2 5
Co -0.169 -1.549 0.516
Cl -7.392 -1.677 -0.448
C -5.639 -1.632 -0.438
C -4.985 -1.437 -1.641
C -3.631 -1.412 -1.833
C -2.827 -1.568 -0.690
O -1.479 -1.693 -0.835
C -3.513 -1.729 0.600
C -2.807 -1.798 1.898
N -1.539 -1.597 2.021
C -1.115 -1.482 3.346
C -1.927 -1.409 4.430
C -1.213 -1.312 5.636
C 0.126 -1.079 5.784
C 0.900 -1.139 4.652
C 2.284 -1.136 4.621
C 3.027 -1.076 3.398
C 2.335 -1.050 2.225
N 0.941 -1.377 2.259
C 0.282 -1.382 3.407
C -4.942 -1.823 0.785
H -5.708 -1.417 -2.475
H -3.092 -1.253 -2.789
H -3.360 -1.885 2.780
H -3.021 -1.363 4.476
H -1.737 -1.185 6.579
H 0.728 -0.836 6.767
H 2.925 -1.178 5.511
H 4.210 -1.000 3.389
H 2.846 -1.377 1.379
H -5.490 -2.099 1.748
Cl -0.139 3.992 0.743
Si -0.268 2.090 1.512
Cl -2.210 1.650 1.838
Cl 0.890 2.105 3.239
O -3.681 -5.675 -5.319
N -3.484 -5.331 -6.407
O 0.339 1.006 0.496
As 1.262 1.268 -1.065
C -0.021 1.791 -2.311
C -1.371 1.454 -1.999
C -2.238 1.645 -2.975
C -1.930 2.073 -4.246
C -0.649 2.433 -4.570
C 0.356 2.254 -3.646
C 2.592 2.708 -0.824
C 2.336 3.823 -1.565
C 3.224 4.952 -1.335
C 4.194 4.869 -0.430
C 4.326 3.710 0.314
C 3.632 2.590 0.083
C 1.820 -0.564 -1.373
C 3.094 -1.009 -0.855
C 3.575 -2.316 -0.981
C 2.796 -3.142 -1.889
C 1.613 -2.690 -2.430
C 1.070 -1.448 -2.187
H -1.616 1.275 -0.851
H -3.267 1.560 -2.656
H -2.853 2.386 -4.919
H -0.580 2.862 -5.462
H 1.406 2.182 -3.765
H 1.467 3.909 -2.189
H 2.951 5.944 -1.939
H 4.816 5.767 -0.187
H 5.005 3.621 1.095
H 3.799 1.708 0.731
H 3.656 -0.262 -0.388
H 4.538 -2.631 -0.576
H 3.129 -4.160 -2.014
H 1.244 -3.374 -3.189
H 0.158 -1.072 -2.564
*
```

***

Record 6
C34H25AsN8SW | wB97M-V/def2-TZVPD

## Properties
LUMO (alpha / beta) = -0.2614 / -0.2754 Ha
⟨S²⟩ = 2.036

Geometry as ORCA input:
```
! RIJCOSX wB97M-V def2-TZVPD def2/J DEFGRID3
* xyz 2 3
W -0.694 -0.778 0.362
N -4.614 -2.113 -1.086
C -3.487 -2.205 -0.411
N -2.910 -1.186 0.193
C -3.512 0.080 0.102
N -2.996 1.096 0.723
N -1.865 0.682 1.402
C -1.682 1.006 2.626
C -0.675 0.214 3.315
C -0.345 0.399 4.643
C 0.490 -0.527 5.257
C 0.954 -1.601 4.521
C 0.601 -1.711 3.184
N -0.197 -0.824 2.579
C -4.699 0.251 -0.711
C -5.307 1.493 -0.917
C -6.446 1.572 -1.686
C -6.998 0.423 -2.257
C -6.415 -0.813 -2.066
C -5.266 -0.885 -1.293
H -5.009 -2.951 -1.490
H -3.021 -3.181 -0.348
H -2.315 1.737 3.117
H -0.749 1.239 5.192
H 0.756 -0.413 6.300
H 1.586 -2.359 4.962
H 0.959 -2.530 2.576
H -4.875 2.375 -0.466
H -6.916 2.530 -1.857
H -7.885 0.503 -2.869
H -6.834 -1.702 -2.519
S 0.200 -2.869 0.004
C 1.993 -2.811 -0.041
C 2.652 -4.035 -0.039
C 4.038 -4.068 -0.073
C 4.771 -2.889 -0.093
C 4.113 -1.667 -0.093
C 2.724 -1.623 -0.082
As 1.774 0.049 -0.104
C 2.747 1.250 1.057
C 3.462 2.300 0.488
C 4.197 3.158 1.295
C 4.225 2.972 2.668
C 3.519 1.920 3.237
C 2.782 1.063 2.436
C 1.967 0.804 -1.858
C 1.328 2.008 -2.146
C 1.444 2.560 -3.411
C 2.190 1.912 -4.388
C 2.819 0.711 -4.101
C 2.709 0.150 -2.834
H 2.085 -4.957 -0.012
H 4.547 -5.023 -0.076
H 5.851 -2.921 -0.109
H 4.687 -0.748 -0.101
H 3.457 2.459 -0.583
H 4.752 3.970 0.844
H 4.802 3.639 3.294
H 3.550 1.762 4.307
H 2.264 0.235 2.899
H 0.746 2.526 -1.391
H 0.953 3.498 -3.636
H 2.277 2.345 -5.375
H 3.399 0.204 -4.860
H 3.201 -0.792 -2.625
N -1.018 -0.107 -1.477
C -1.493 0.385 -2.454
N -1.922 0.968 -3.450
C -3.174 0.925 -3.894
N -4.252 0.919 -4.300
*
```

***

Record 7
C34H25Co2N2O6 | wB97M-V/def2-TZVPD

## Properties
LUMO = 0.0693 Ha

Geometry as ORCA input:
```
! RIJCOSX wB97M-V def2-TZVPD def2/J DEFGRID3
* xyz -1 1
N 5.276 1.389 3.259
C 4.131 1.590 3.384
C 2.730 1.841 3.529
C 1.948 1.039 4.368
C 0.582 1.235 4.456
C -0.067 2.230 3.686
C -1.497 2.378 3.602
C -2.382 1.323 3.497
N -3.713 1.538 3.404
C -4.277 2.886 3.399
C -5.768 2.704 3.135
C -5.995 1.215 2.808
C -4.643 0.517 2.921
C -1.923 -0.087 3.403
C -1.031 -0.423 2.385
C -0.531 -1.715 2.267
C -0.943 -2.704 3.164
C -1.847 -2.379 4.182
C -2.341 -1.080 4.298
C 0.757 3.116 2.961
C 2.121 2.907 2.856
H 2.426 0.253 4.954
H -0.009 0.600 5.114
H -1.891 3.391 3.622
H -4.090 3.412 4.341
H -3.829 3.497 2.605
H -6.339 2.994 4.020
H -6.060 3.334 2.293
H -6.700 0.761 3.508
H -6.363 1.088 1.787
H -4.339 0.131 1.936
H -4.691 -0.351 3.586
H -0.699 0.357 1.703
H 0.195 -1.933 1.482
H -0.553 -3.719 3.071
H -2.160 -3.139 4.900
H -3.017 -0.830 5.115
H 0.280 3.943 2.436
H 2.733 3.580 2.256
O -1.115 -2.131 -2.857
C -0.319 -1.929 -3.682
Co 1.103 -1.518 -4.636
C 1.722 -3.152 -4.918
O 2.269 -4.179 -4.966
C 0.378 -1.088 -6.180
O -0.047 -0.639 -7.161
C 2.122 0.087 -3.982
C 2.516 -0.939 -3.107
C 2.128 -1.540 -1.931
C 2.786 -2.616 -1.243
C 2.073 -3.326 -0.251
C 2.671 -4.329 0.496
C 4.013 -4.676 0.259
C 4.740 -3.976 -0.716
C 4.139 -2.953 -1.446
Co 3.753 -0.420 -4.537
C 3.563 0.014 -6.243
O 3.370 0.268 -7.349
C 4.789 0.858 -3.896
O 5.382 1.655 -3.308
C 4.873 -1.790 -4.714
O 5.560 -2.723 -4.745
H 1.697 1.074 -3.808
H 1.209 -1.152 -1.477
H 1.038 -3.037 -0.084
H 2.108 -4.840 1.282
H 4.494 -5.468 0.844
H 5.789 -4.222 -0.897
H 4.712 -2.350 -2.147
*
```